[1]
16
Properties=species:S:1:pos:R:3:mulliken_charge:R:1 method="wB97M-V/def2-TZVPD" homo_ha="-0.520 / -0.521" total_energy_ev=-7834.419 homo_lumo_gap_ev="8.08 / 7.88" de_lowest_kj_mol=665.52 total_charge=+1 fmax_ha_per_bohr=0.0620
C -1.174 -0.877 -0.442 -0.100
C 1.812 -0.684 -0.170 -0.742
C 0.751 1.450 -0.426 -0.726
C -2.430 -0.252 -0.284 -0.209
N 0.772 0.188 0.171 -0.108
O -2.461 1.121 -0.281 -0.454
H -1.056 -1.945 -0.491 0.365
H 2.595 -0.498 0.584 0.362
H 2.242 -0.523 -1.163 0.319
H 1.522 -1.724 -0.021 0.304
H 1.418 2.071 0.189 0.372
H -0.236 1.907 -0.344 0.272
H 1.127 1.485 -1.456 0.323
H -3.223 -0.716 -0.904 0.405
H -2.633 -0.669 0.748 0.281
H -3.365 1.457 -0.212 0.337



[2]
16
Properties=species:S:1:pos:R:3:mulliken_charge:R:1 method="wB97M-V/def2-TZVPD" homo_ha=-0.362 total_energy_ev=-10888.763 homo_lumo_gap_ev=10.68 de_lowest_kj_mol=175.46 smiles="NCCOC=O.O" fmax_ha_per_bohr=0.0528
N -0.144 -2.987 -0.523 -0.638
C 0.564 -2.002 0.365 -0.245
C 0.987 -0.751 -0.451 -0.538
O -0.113 0.198 -0.680 -0.407
C -0.629 0.936 0.325 0.203
O -1.572 1.650 0.221 -0.448
H -0.328 -3.819 0.049 0.232
H -1.059 -2.660 -0.852 0.230
H -0.127 -1.717 1.181 0.252
H 1.441 -2.498 0.824 0.351
H 1.609 -0.115 0.207 0.368
H 1.564 -0.942 -1.377 0.305
H -0.076 0.834 1.279 0.332
O -0.798 4.613 0.201 -0.633
H -0.988 3.930 -0.481 0.320
H -0.333 5.329 -0.288 0.313



[3]
20
Properties=species:S:1:pos:R:3:mulliken_charge:R:1 method="wB97M-V/def2-TZVPD" homo_ha=-0.447 total_energy_ev=-9841.157 homo_lumo_gap_ev=8.95 de_lowest_kj_mol=294.71 smiles=N[C@@H]1[C@H]2C[NH2+]C[C@@]12N total_charge=+1 fmax_ha_per_bohr=0.1380
N -0.624 2.159 1.002 -0.512
C 0.336 1.200 0.746 -0.426
C 0.210 0.669 -0.657 0.074
C 1.216 -0.265 -1.236 -0.946
N 0.759 -1.663 -0.942 -0.207
C 0.183 -1.457 0.458 -0.735
C -0.597 -0.150 0.286 0.391
N -1.954 -0.114 0.338 -0.492
H -1.258 1.948 1.834 0.236
H -0.194 3.190 1.072 0.260
H 1.293 1.176 1.358 0.276
H -0.374 1.304 -1.346 0.438
H 1.486 -0.219 -2.359 0.366
H 2.221 -0.294 -0.708 0.348
H 0.006 -1.889 -1.625 0.378
H 1.425 -2.445 -1.042 0.325
H 1.067 -1.236 1.105 0.323
H -0.446 -2.259 0.887 0.424
H -2.429 -0.315 1.090 0.214
H -2.327 0.659 -0.260 0.263